(1)
Below is C44H39ClIrN2O3PS2 as an isolated structure at a distorted geometry, with properties calculated with the ωB97M-V functional and the def2-TZVPD basis.

Atoms and positions in Å:
1 Ir 0.501 -0.381 0.328
2 Cl 0.581 -0.243 2.667
3 C 1.326 1.301 3.111
4 C 1.581 1.456 4.463
5 C 2.162 2.623 4.930
6 C 2.486 3.630 4.034
7 C 2.224 3.466 2.682
8 C 1.634 2.304 2.183
9 P 1.300 2.089 0.399
10 C -0.501 2.441 0.256
11 C -1.278 3.132 1.254
12 C -2.598 3.366 1.066
13 C -3.260 2.938 -0.131
14 C -2.577 2.285 -1.104
15 C -1.184 2.016 -0.937
16 C 2.030 3.558 -0.400
17 C 3.385 3.502 -0.733
18 C 4.020 4.578 -1.334
19 C 3.307 5.734 -1.620
20 C 1.958 5.804 -1.303
21 C 1.325 4.726 -0.700
22 H 1.329 0.665 5.159
23 H 2.364 2.743 5.986
24 H 2.943 4.546 4.386
25 H 2.489 4.279 2.018
26 H -0.817 3.485 2.169
27 H -3.160 3.887 1.832
28 H -4.318 3.138 -0.259
29 H -3.080 1.966 -2.008
30 H -0.647 1.503 -1.727
31 H 3.962 2.609 -0.519
32 H 5.072 4.514 -1.581
33 H 3.799 6.575 -2.090
34 H 1.394 6.701 -1.526
35 H 0.271 4.818 -0.464
36 C 4.387 -0.206 -1.419
37 C 3.595 -0.759 -0.265
38 O 2.709 -0.106 0.294
39 N 3.970 -1.998 0.121
40 C 3.218 -2.747 1.126
41 C 1.968 -3.364 0.546
42 C 1.912 -4.724 0.228
43 C 0.760 -5.309 -0.376
44 C -0.341 -4.559 -0.674
45 C -0.277 -3.181 -0.330
46 N 0.933 -2.535 0.304
47 H 3.890 0.681 -1.804
48 H 4.454 -0.942 -2.222
49 H 5.390 0.059 -1.082
50 H 4.512 -2.537 -0.535
51 H 2.960 -2.084 1.952
52 H 3.878 -3.522 1.514
53 H 2.769 -5.351 0.432
54 H 0.765 -6.365 -0.615
55 H -1.217 -4.977 -1.148
56 H -1.153 -2.467 -0.626
57 O -0.441 -2.824 1.033
58 S -1.679 -1.864 0.375
59 C -3.110 -2.998 0.299
60 C -4.108 -2.698 -0.613
61 C -5.219 -3.525 -0.717
62 C -5.324 -4.653 0.084
63 C -4.315 -4.960 0.990
64 C -3.206 -4.136 1.095
65 C -2.379 -0.922 1.776
66 C -3.301 0.080 1.519
67 C -3.850 0.803 2.564
68 C -3.475 0.534 3.874
69 C -2.549 -0.463 4.134
70 C -2.001 -1.188 3.085
71 H -4.030 -1.823 -1.250
72 H -6.000 -3.291 -1.428
73 H -6.189 -5.297 0.000
74 H -4.392 -5.842 1.612
75 H -2.418 -4.381 1.797
76 H -3.601 0.303 0.505
77 H -4.573 1.582 2.358
78 H -3.905 1.101 4.690
79 H -2.250 -0.678 5.152
80 H -1.280 -1.967 3.298
81 S 0.475 -0.432 -2.101
82 C 0.465 -0.496 -3.874
83 C -0.691 -0.870 -4.554
84 C -0.695 -0.917 -5.941
85 C 0.450 -0.592 -6.655
86 C 1.603 -0.219 -5.977
87 C 1.613 -0.170 -4.589
88 H -1.586 -1.124 -4.002
89 H -1.595 -1.207 -6.468
90 H 0.445 -0.629 -7.736
91 H 2.497 0.036 -6.531
92 H 2.513 0.122 -4.066
93 O -1.001 0.845 0.349

Forces on atoms 1 to 2 (eV/Å):
-1.7 -2.0 -0.1
0.6 0.5 -0.4

Computed properties:
E_LUMO (spin up / spin down) (eV): -2.9 / -3.8
Relative energy (zero: lowest compared OMol25 entry of this formula, charge and spin) (eV): 0.000
Orbital gap (spin up / spin down) (hartree): 0.213 / 0.180
Net charge: +1
Spin multiplicity: 2
E_HOMO (spin up / spin down) (eV): -8.74 / -8.69

These are the Löwdin partial charges, in e, on atoms 1 to 6: 0.72, 0.87, -0.51, -0.10, -0.06, -0.06

***

(2)
Below is a 2-piece molecular cluster, C44H39FN2O4 overall at a distorted geometry, with properties calculated with the ωB97M-V functional and the def2-TZVPD basis.

Atoms and positions in Å:
1 C -4.525 3.105 -5.003
2 C -3.798 1.904 -4.490
3 O -2.590 2.362 -3.801
4 C -1.711 1.356 -3.737
5 C -0.439 1.682 -2.875
6 F -0.403 3.019 -2.612
7 C 0.820 1.305 -3.705
8 O 0.883 0.239 -4.328
9 O 1.768 2.253 -3.755
10 C 2.998 1.810 -4.414
11 C 3.792 2.994 -4.881
12 O -1.885 0.280 -4.313
13 H -5.518 2.807 -5.341
14 H -4.636 3.878 -4.242
15 H -3.971 3.527 -5.845
16 H -4.384 1.330 -3.757
17 H -3.513 1.234 -5.304
18 H 3.574 1.217 -3.693
19 H 2.744 1.163 -5.255
20 H 4.766 2.637 -5.226
21 H 3.285 3.494 -5.710
22 H 3.968 3.728 -4.096
23 C -6.847 -1.638 4.472
24 C -7.269 -1.003 3.295
25 C -6.381 -0.188 2.590
26 C -5.099 0.072 3.112
27 N -4.306 1.098 2.522
28 C -4.267 2.365 3.178
29 C -3.387 2.540 4.250
30 C -3.372 3.753 4.933
31 C -4.207 4.795 4.530
32 C -5.091 4.612 3.466
33 C -5.112 3.401 2.773
34 C -3.376 0.808 1.520
35 C -3.147 1.758 0.502
36 C -2.134 1.570 -0.422
37 C -1.324 0.421 -0.357
38 C -0.368 0.171 -1.428
39 C 0.911 -0.354 -1.030
40 C 1.443 -1.360 -1.847
41 C 2.501 -2.130 -1.440
42 C 3.210 -1.777 -0.281
43 N 4.310 -2.527 0.125
44 C 5.296 -1.953 0.973
45 C 5.691 -2.631 2.142
46 C 6.619 -2.045 2.995
47 C 7.241 -0.844 2.631
48 C 6.919 -0.217 1.417
49 C 5.902 -0.732 0.609
50 C 4.595 -3.828 -0.403
51 C 5.591 -3.973 -1.385
52 C 5.978 -5.252 -1.787
53 C 5.386 -6.381 -1.208
54 C 4.398 -6.229 -0.230
55 C 3.970 -4.958 0.143
56 C 2.769 -0.674 0.501
57 C 1.607 0.007 0.162
58 C -1.495 -0.480 0.744
59 C -2.586 -0.365 1.599
60 C -4.682 -0.565 4.286
61 C -5.556 -1.423 4.960
62 H -7.553 -2.275 5.017
63 H -8.287 -1.136 2.913
64 H -6.667 0.303 1.653
65 H -2.725 1.723 4.548
66 H -2.696 3.890 5.774
67 H -4.206 5.747 5.064
68 H -5.765 5.403 3.147
69 H -5.772 3.228 1.920
70 H -3.769 2.655 0.443
71 H -1.906 2.315 -1.200
72 H -0.814 -0.307 -2.407
73 H 0.903 -1.585 -2.765
74 H 2.813 -2.982 -2.044
75 H 5.238 -3.599 2.391
76 H 6.865 -2.519 3.953
77 H 8.010 -0.406 3.270
78 H 7.441 0.687 1.088
79 H 5.589 -0.225 -0.315
80 H 6.044 -3.071 -1.806
81 H 6.753 -5.345 -2.549
82 H 5.732 -7.372 -1.503
83 H 3.968 -7.112 0.245
84 H 3.180 -4.829 0.894
85 H 3.354 -0.401 1.384
86 H 1.233 0.791 0.832
87 H -0.810 -1.328 0.884
88 H -2.801 -1.107 2.380
89 H -3.677 -0.381 4.680
90 H -5.230 -1.926 5.880

Forces on atoms 1 to 2 (eV/Å):
0.0 0.4 -0.1
-0.1 0.0 0.3

Computed properties:
E_LUMO (eV): 0.3
Orbital gap (hartree): 0.281
Net charge: 0
E_HOMO (eV): -7.35

These are the Löwdin partial charges, in e, on atoms 1 to 6: -0.07, -0.21, 0.01, -0.41, -0.12, 0.04

***

(3)
Below is C44H40CaCl2N3O2P2S as an isolated structure, with properties calculated with the ωB97M-V functional and the def2-TZVPD basis.

Atoms and positions in Å:
1 Ca -0.141 -0.212 0.518
2 Cl 4.972 0.333 0.341
3 C 4.100 -0.146 1.758
4 C 4.816 -0.476 2.917
5 C 4.164 -0.846 4.057
6 Cl 5.081 -1.243 5.477
7 C 2.753 -0.908 4.083
8 C 1.998 -1.270 5.218
9 C 0.635 -1.305 5.148
10 C 0.013 -0.989 3.932
11 N 0.675 -0.645 2.850
12 C 2.041 -0.585 2.901
13 C 2.715 -0.176 1.694
14 O 2.038 0.142 0.625
15 H 5.896 -0.429 2.900
16 H 2.512 -1.514 6.138
17 H 0.033 -1.573 6.005
18 H -1.068 -1.026 3.852
19 C -5.275 4.200 -4.639
20 S -6.147 2.621 -4.539
21 C -4.911 1.500 -5.265
22 C -4.132 0.688 -4.238
23 C -3.293 1.568 -3.327
24 N -2.647 0.816 -2.231
25 P -1.010 0.351 -2.325
26 C -0.848 -0.261 -4.026
27 C -1.149 -1.598 -4.276
28 C -1.124 -2.091 -5.571
29 C -0.782 -1.251 -6.623
30 C -0.455 0.076 -6.377
31 C -0.484 0.571 -5.081
32 C -0.007 1.875 -2.275
33 C -0.551 3.152 -2.158
34 C 0.281 4.249 -1.981
35 C 1.656 4.078 -1.904
36 C 2.205 2.807 -1.999
37 C 1.377 1.710 -2.179
38 P -3.160 1.103 -0.582
39 C -4.965 1.330 -0.761
40 C -5.463 2.615 -0.561
41 C -6.821 2.870 -0.693
42 C -7.688 1.840 -1.020
43 C -7.200 0.553 -1.214
44 C -5.845 0.298 -1.085
45 C -3.102 -0.614 0.082
46 C -3.136 -1.775 -0.695
47 C -3.142 -3.025 -0.098
48 C -3.104 -3.142 1.286
49 C -3.056 -2.001 2.073
50 C -3.045 -0.745 1.474
51 H -5.955 4.958 -4.255
52 H -5.033 4.440 -5.673
53 H -4.367 4.203 -4.036
54 H -4.242 2.098 -5.888
55 H -5.450 0.827 -5.931
56 H -3.489 -0.026 -4.760
57 H -4.830 0.113 -3.625
58 H -3.941 2.336 -2.899
59 H -2.529 2.085 -3.915
60 H -1.410 -2.254 -3.451
61 H -1.365 -3.128 -5.762
62 H -0.759 -1.635 -7.634
63 H -0.173 0.726 -7.195
64 H -0.220 1.604 -4.889
65 H -1.622 3.296 -2.192
66 H -0.149 5.238 -1.896
67 H 2.300 4.936 -1.759
68 H 3.275 2.664 -1.917
69 H 1.812 0.716 -2.231
70 H -4.782 3.417 -0.300
71 H -7.200 3.872 -0.538
72 H -8.747 2.036 -1.123
73 H -7.878 -0.252 -1.465
74 H -5.473 -0.709 -1.228
75 H -3.172 -1.683 -1.775
76 H -3.183 -3.916 -0.711
77 H -3.115 -4.120 1.749
78 H -3.045 -2.088 3.152
79 H -3.031 0.150 2.091
80 O 0.184 2.117 1.172
81 H 1.111 1.903 0.946
82 H 0.215 2.658 1.965
83 N 0.256 -2.673 0.223
84 C 0.420 -3.808 0.177
85 C 0.636 -5.224 0.121
86 C 1.308 -5.859 1.164
87 C 1.514 -7.225 1.104
88 C 1.053 -7.950 0.012
89 C 0.385 -7.313 -1.026
90 C 0.174 -5.948 -0.977
91 H 1.666 -5.280 2.005
92 H 2.037 -7.726 1.907
93 H 1.218 -9.018 -0.031
94 H 0.032 -7.883 -1.875
95 H -0.338 -5.436 -1.781

Forces on atoms 1 to 2 (eV/Å):
0.1 -0.2 0.2
0.0 0.0 0.0

Computed properties:
E_LUMO (eV): -2.3
Orbital gap (hartree): 0.270
Net charge: +1
E_HOMO (eV): -9.63

These are the Löwdin partial charges, in e, on atoms 1 to 6: 1.24, 0.71, -0.58, -0.12, -0.61, 0.70

***

(4)
Below is C44H40IN2O2P3Pt as an isolated structure, with properties calculated with the ωB97M-V functional and the def2-TZVPD basis.

Atoms and positions in Å:
1 Pt 0.432 0.235 0.969
2 N -0.500 -1.941 2.637
3 P 0.772 -0.846 2.881
4 C 2.271 -1.739 3.262
5 C 3.510 -1.138 3.047
6 C 4.666 -1.795 3.438
7 C 4.588 -3.050 4.028
8 C 3.355 -3.652 4.237
9 C 2.194 -2.996 3.861
10 C 0.371 0.180 4.295
11 C 1.366 0.570 5.190
12 C 1.044 1.392 6.259
13 C -0.264 1.816 6.440
14 C -1.259 1.423 5.553
15 C -0.945 0.613 4.477
16 P -0.975 -1.443 1.106
17 C -2.702 -1.016 1.021
18 C -3.649 -2.009 0.760
19 C -4.995 -1.683 0.749
20 C -5.393 -0.374 0.990
21 C -4.451 0.617 1.238
22 C -3.103 0.301 1.253
23 C -0.624 -2.752 -0.056
24 C 0.202 -3.813 0.317
25 C 0.509 -4.799 -0.608
26 C 0.012 -4.716 -1.903
27 C -0.795 -3.648 -2.279
28 C -1.117 -2.664 -1.359
29 H -1.006 -2.503 3.308
30 H 3.573 -0.170 2.570
31 H 5.629 -1.327 3.287
32 H 5.493 -3.560 4.330
33 H 3.297 -4.627 4.701
34 H 1.235 -3.468 4.038
35 H 2.384 0.223 5.068
36 H 1.814 1.692 6.956
37 H -0.512 2.450 7.280
38 H -2.280 1.746 5.704
39 H -1.725 0.309 3.789
40 H -3.339 -3.028 0.564
41 H -5.733 -2.448 0.553
42 H -6.445 -0.123 0.978
43 H -4.768 1.636 1.413
44 H -2.358 1.072 1.413
45 H 0.595 -3.872 1.323
46 H 1.131 -5.634 -0.318
47 H 0.251 -5.488 -2.621
48 H -1.179 -3.585 -3.287
49 H -1.754 -1.837 -1.651
50 O -0.244 1.749 -0.292
51 P -0.371 2.069 -1.787
52 C -1.187 3.652 -1.938
53 C -2.045 3.929 -3.001
54 C -2.602 5.193 -3.124
55 C -2.305 6.175 -2.191
56 C -1.450 5.901 -1.131
57 C -0.887 4.643 -1.003
58 C 1.213 2.192 -2.609
59 C 1.256 2.593 -3.946
60 C 2.476 2.769 -4.575
61 C 3.656 2.562 -3.871
62 C 3.616 2.178 -2.539
63 C 2.396 1.993 -1.906
64 C -1.396 0.856 -2.622
65 C -2.726 0.748 -2.203
66 C -3.578 -0.143 -2.832
67 C -3.111 -0.925 -3.885
68 C -1.791 -0.827 -4.298
69 C -0.930 0.063 -3.667
70 H -2.288 3.164 -3.727
71 H -3.269 5.409 -3.947
72 H -2.741 7.160 -2.289
73 H -1.222 6.670 -0.406
74 H -0.221 4.427 -0.178
75 H 0.340 2.785 -4.491
76 H 2.508 3.084 -5.609
77 H 4.608 2.712 -4.363
78 H 4.535 2.034 -1.987
79 H 2.375 1.708 -0.861
80 H -3.097 1.377 -1.402
81 H -4.610 -0.217 -2.516
82 H -3.785 -1.606 -4.389
83 H -1.429 -1.430 -5.120
84 H 0.097 0.144 -3.999
85 N 4.559 -1.371 -0.978
86 C 3.262 -1.093 -0.818
87 O 2.852 -0.412 0.123
88 C 2.273 -1.740 -1.762
89 I 2.896 -1.922 -3.789
90 H 5.224 -0.984 -0.329
91 H 4.895 -1.875 -1.782
92 H 1.345 -1.173 -1.741
93 H 2.079 -2.755 -1.420

Forces on atoms 1 to 2 (eV/Å):
-0.3 -0.1 0.1
0.0 0.1 0.0

Computed properties:
E_LUMO (eV): -6.1
Relative energy (zero: lowest compared OMol25 entry of this formula, charge and spin) (eV): 1.031
Orbital gap (hartree): 0.282
Net charge: +2
E_HOMO (eV): -13.80

These are the Löwdin partial charges, in e, on atoms 1 to 6: 0.83, -0.28, 0.79, -0.36, -0.11, -0.05

***

Number 1: calculated total energy -101682.250 eV. Number 2: calculated total energy -60146.445 eV. Number 3: calculated total energy -127739.213 eV. Number 4: calculated total energy -92558.112 eV.